Record 1
The following is a DFT calculation (ωB97M-V/def2-TZVPD) of 11 unconnected molecules or ions with the total composition C49H129N11O11 in a non-equilibrium geometry.

XYZ file:
```
200
C49H129N11O11, DFT ωB97M-V/def2-TZVPD
C 1.31006 -2.14422 3.98191
C 0.73024 -1.34139 5.16029
C 1.45176 -1.69906 6.47512
C 0.90247 0.18864 4.88371
C -0.01270 1.08622 5.74361
C -1.45811 0.56803 5.74219
C -1.58074 -0.91316 6.08492
C -1.49592 -1.15584 7.61942
C -3.09142 -1.19221 5.69096
N -0.74375 -1.65205 5.16844
O -0.88930 -3.01756 5.37913
H 0.83952 -1.84580 3.04823
H 2.38752 -1.92673 3.88873
H 1.27626 -3.24331 4.02581
H 2.42523 -2.07872 6.25164
H 1.52363 -0.80113 7.02725
H 0.88371 -2.43652 7.00154
H 1.91472 0.48671 4.92917
H 0.59163 0.39553 3.83453
H 0.39169 1.17348 6.76924
H -0.10507 2.15025 5.37194
H -1.81619 0.70918 4.76701
H -2.12266 1.11661 6.46341
H -2.37433 -0.91109 8.18761
H -0.60129 -0.71962 8.02146
H -1.46046 -2.23214 7.78439
H -3.47563 -2.07513 6.17918
H -3.22560 -1.33243 4.63731
H -3.79875 -0.42636 6.03331
H -1.12365 -3.37791 4.52282
C 0.64851 7.69646 1.85782
O 1.34055 6.50896 2.11779
C 1.35233 5.67965 0.97211
C 1.69599 4.26571 1.36370
C 1.89644 3.35766 0.18719
N 0.60236 3.66064 2.10395
H 0.90000 8.41155 2.64659
H -0.41166 7.53515 1.89835
H 0.82418 7.96401 0.81323
H 0.35112 5.72628 0.52790
H 2.02803 6.04155 0.17770
H 2.64415 4.32449 1.95199
H 2.07867 2.33466 0.54228
H 2.72563 3.70188 -0.37580
H 0.91040 3.24113 -0.39487
H 0.80058 2.70595 2.18540
H 0.40368 4.09747 3.03344
C -0.58219 -4.66573 -1.47482
O -0.74351 -4.34408 -0.15750
C -1.97409 -4.74806 0.34788
C -2.14933 -3.88024 1.63450
C -1.97563 -2.38684 1.36648
N -1.33704 -4.36491 2.71438
H -1.36543 -4.14344 -2.02853
H -0.60212 -5.76474 -1.67249
H 0.35710 -4.13436 -1.75284
H -2.75540 -4.62248 -0.44791
H -1.95939 -5.85933 0.60711
H -3.11591 -4.03078 2.06245
H -0.91115 -2.08213 1.25000
H -2.20452 -1.81551 2.27252
H -2.55331 -2.14701 0.50617
H -1.63834 -5.22825 3.08889
H -0.35720 -4.52681 2.54165
C -6.56021 2.17729 0.37454
O -5.94353 1.72390 1.53735
C -5.26461 2.69160 2.26826
C -6.04670 3.75342 3.01301
C -5.11886 4.55105 3.86965
N -7.11307 3.26616 3.90978
H -5.85085 2.22606 -0.47176
H -6.97874 3.16925 0.48477
H -7.35881 1.49025 0.14157
H -4.79818 2.18766 3.12515
H -4.50478 3.19325 1.68814
H -6.46984 4.41366 2.24034
H -4.33906 4.91920 3.26060
H -4.60566 3.89546 4.63163
H -5.58469 5.45776 4.39320
H -7.84624 2.83051 3.36351
H -6.77882 2.61201 4.53326
C -1.71504 1.63225 0.22844
O -0.90778 0.50051 -0.09640
C -0.28362 0.53462 -1.40732
C 0.08006 -0.93665 -1.68186
C 1.34550 -1.35896 -0.93039
N 0.23684 -1.21078 -3.12404
H -1.15034 2.56685 0.17814
H -2.05576 1.50522 1.30818
H -2.53953 1.63489 -0.52801
H -0.95612 0.84328 -2.15149
H 0.55025 1.27306 -1.41044
H -0.79448 -1.49835 -1.39553
H 1.63443 -2.33561 -1.30363
H 1.08554 -1.41767 0.16746
H 2.21258 -0.69707 -0.92944
H 0.35142 -2.23938 -3.24683
H 1.05249 -0.79109 -3.56199
C 2.75570 -6.01288 -5.81873
O 3.10176 -5.06033 -4.75446
C 4.39688 -4.53737 -4.99479
C 4.48967 -3.14403 -4.46267
C 3.44056 -2.21374 -5.14574
N 5.81286 -2.62038 -4.67166
H 1.67415 -6.19989 -5.79811
H 3.34381 -6.91407 -5.73371
H 2.98730 -5.48175 -6.74901
H 5.08007 -5.26134 -4.63037
H 4.58867 -4.60076 -6.01467
H 4.23003 -3.11442 -3.41254
H 3.48605 -1.18701 -4.79712
H 2.43022 -2.59325 -4.95686
H 3.51031 -2.26500 -6.19958
H 6.56492 -3.12994 -4.20181
H 5.82360 -1.68854 -4.32523
C 3.34525 1.73940 -3.41080
O 2.20051 1.24124 -4.09992
C 1.32588 2.30704 -4.52151
C 0.25744 1.66500 -5.35506
C 0.82252 1.15420 -6.68448
N -0.89416 2.59614 -5.45836
H 3.11335 2.51261 -2.65192
H 4.04299 2.13389 -4.13657
H 3.83630 0.90774 -2.85585
H 0.96200 2.78201 -3.60397
H 1.89812 2.94879 -5.15736
H -0.03577 0.81349 -4.75258
H 0.03480 0.55667 -7.23543
H 1.60708 0.43896 -6.49555
H 1.11381 2.02941 -7.30458
H -0.61894 3.47065 -5.86331
H -1.58360 2.20620 -6.08355
C -5.07495 -0.90844 -1.99835
O -4.38367 -0.80945 -3.19298
C -3.71228 -2.13003 -3.49737
C -3.20738 -2.17624 -4.94839
C -2.46167 -3.47519 -5.10380
N -2.29337 -1.01831 -5.21027
H -4.42119 -1.12687 -1.12113
H -5.84111 -1.62402 -2.01342
H -5.66567 0.01740 -1.82545
H -2.83713 -2.27146 -2.83961
H -4.44192 -2.98437 -3.40216
H -4.04561 -2.08531 -5.62402
H -3.09032 -4.30014 -4.91351
H -1.54943 -3.56698 -4.45018
H -2.17741 -3.59867 -6.16784
H -2.86668 -0.17872 -5.05363
H -1.55004 -0.98244 -4.49575
C 6.10370 3.80527 1.93863
O 5.11732 3.13916 1.11971
C 5.29447 1.77811 1.06959
C 4.85896 0.98804 2.31788
C 5.21352 -0.49441 2.01555
N 3.39525 1.19766 2.50982
H 6.23747 3.34060 2.89703
H 5.82022 4.84816 2.11062
H 7.09817 3.88392 1.46858
H 4.75546 1.42280 0.16582
H 6.35412 1.58937 0.85342
H 5.45970 1.32650 3.12911
H 4.94835 -1.23261 2.76371
H 6.30342 -0.69539 1.90330
H 4.78267 -0.72372 1.05397
H 3.26333 2.09524 2.96027
H 3.11523 0.62723 3.31783
C 5.70699 -4.51527 -0.86233
O 4.94335 -5.63130 -0.42424
C 3.66812 -5.26400 -0.03397
C 3.40177 -5.37590 1.52206
C 3.36297 -6.85459 1.87255
N 2.05145 -4.79211 1.76998
H 6.70004 -4.87261 -1.13113
H 5.82791 -3.61597 -0.20624
H 5.33782 -4.13674 -1.79674
H 3.40642 -4.26793 -0.35251
H 2.90303 -5.94138 -0.46665
H 4.16427 -4.76617 1.99366
H 4.09948 -7.35220 1.26422
H 2.35800 -7.19469 1.64649
H 3.49197 -7.07419 2.90788
H 2.04097 -3.76930 1.54710
H 1.50355 -5.16344 1.00190
C -5.95879 6.28758 -2.50097
O -5.10716 5.22153 -2.05006
C -3.76683 5.26077 -2.54068
C -2.89135 4.42108 -1.63182
C -2.83279 5.10756 -0.27681
N -1.54353 4.18977 -2.10374
H -6.88818 6.13121 -1.96107
H -6.11869 6.17576 -3.55739
H -5.59880 7.28123 -2.25206
H -3.68113 4.97336 -3.61528
H -3.35126 6.28545 -2.53149
H -3.37054 3.45390 -1.54555
H -2.08828 5.93225 -0.25924
H -2.42286 4.40519 0.47346
H -3.84669 5.37459 0.01641
H -0.93475 5.00763 -2.06195
H -1.37224 3.49905 -2.87174
```

As for the spin multiplicity: 1. For the relative energy (zero: lowest compared OMol25 entry of this formula, charge and spin), the calculation gives 310.1 kJ/mol. The calculation puts the orbital gap at 8.55 eV.

Record 2
The following is a DFT calculation (ωB97M-V/def2-TZVPD) of a molecular structure, C17H54N3O9 in a non-equilibrium geometry.

XYZ file:
```
83
C17H54N3O9, DFT ωB97M-V/def2-TZVPD
N 0.21786 -1.29791 -0.91006
H 0.80290 -1.48979 -1.67966
H 0.73197 -0.40568 -0.62391
H 0.38804 -1.92383 -0.11469
H -0.67635 -1.19020 -1.29019
C -2.39174 -0.16063 -1.85005
O -1.27241 0.61565 -1.25254
H -2.11807 -1.20681 -1.93446
H -2.77615 0.16389 -2.95778
H -3.08438 -0.18393 -1.22692
H -1.43007 1.59958 -1.17082
C -2.28012 -3.70846 -1.48971
O -2.08800 -3.03928 -0.19307
H -3.23378 -4.22612 -1.31528
H -1.40198 -4.49423 -1.68548
H -2.32985 -3.06026 -2.36304
H -2.87374 -3.35788 0.34389
C 1.50818 -1.24681 -3.48283
O 0.35508 -1.79495 -3.06983
H 2.36578 -1.98281 -3.34746
H 1.76823 -0.54309 -2.91280
H 1.42643 -0.96015 -4.50543
H -0.34879 -1.84753 -3.69432
C 1.73613 -4.46879 -1.98601
O 1.17129 -4.38653 -0.70921
H 2.65472 -3.81226 -2.17998
H 1.07120 -4.11331 -2.74327
H 2.04108 -5.50630 -2.40321
H 1.72040 -4.58775 0.05472
C 4.81046 -2.06514 -1.03918
O 3.62626 -1.36811 -1.55327
H 5.61150 -2.29023 -1.59488
H 4.58033 -3.15347 -1.01384
H 5.02298 -1.62517 0.05151
H 3.98067 -0.54317 -2.05046
C 3.40370 1.63087 0.67291
O 1.99652 1.88263 1.01458
C 1.26868 2.44313 -0.03674
C -0.10696 2.96167 0.50237
N -0.91506 3.51672 -0.56175
C -2.31225 3.76045 -0.13804
C -3.06174 4.50307 -1.10266
O -4.46624 4.44056 -0.65645
C -5.38017 5.09370 -1.58037
H 3.68066 1.57069 1.71693
H 3.96929 2.43053 0.23148
H 3.56549 0.70611 0.06904
H 1.03303 1.68785 -0.74407
H 1.83663 3.45311 -0.52805
H 0.21453 3.61697 1.30993
H -0.67302 2.02373 0.88208
H -0.55456 4.42293 -0.58533
H -2.39728 4.25388 0.95895
H -2.88982 3.01584 0.17815
H -3.08154 4.05541 -2.07874
H -2.45530 5.36745 -1.22501
H -5.55895 4.42737 -2.29106
H -4.81813 6.08195 -2.08801
H -6.31962 5.49506 -1.37553
C 4.86722 -0.94198 3.41702
O 3.64486 -0.10808 2.85221
C 2.60124 -0.86601 2.51415
C 1.44208 0.11643 2.36169
N 0.20137 -0.48851 2.08827
C -0.86993 0.51631 2.11985
C -2.18196 -0.32798 2.45537
O -3.29877 0.49785 2.54585
C -4.51406 -0.20151 3.10398
H 5.88705 -0.64980 3.41100
H 4.85833 -1.98938 3.08743
H 4.77217 -1.07184 4.52332
H 2.17022 -1.50961 3.37091
H 2.84819 -1.56476 1.74491
H 1.71298 0.93233 1.85693
H 1.43000 0.66509 3.49409
H 0.00786 -1.16855 2.77752
H -0.80844 0.99400 1.16185
H -0.82931 1.26105 3.10380
H -2.18109 -0.65868 3.46918
H -2.24345 -1.31664 1.93065
H -4.56910 -0.53720 4.33449
H -4.88197 -1.14688 2.49685
H -5.32945 0.38415 3.12755
```

Its net charge is +1. As for the spin multiplicity: 1. For the relative energy (zero: lowest compared OMol25 entry of this formula, charge and spin), the calculation gives 591.4 kJ/mol. The calculation puts the orbital gap at 8.67 eV.